(1)
97
Properties=species:S:1:pos:R:3:forces:R:3:mulliken_charge:R:1 method="wB97M-V/def2-TZVPD" homo_energy_ev="-8.44 / -8.36" lumo_energy_ev="-5.9 / -5.6" total_charge=+1 e_above_lowest_ev=1.263
Pb 0.21684 -1.40598 0.20495 0.6 0.3 2.1 2.069
O -2.66572 -4.99090 -0.80359 1.5 -0.3 -0.2 -0.529
C -1.64952 -4.14187 -0.51186 -3.5 3.2 1.1 0.236
O -1.90770 -3.02284 -0.00073 1.2 -3.0 -1.5 -0.327
C -0.33082 -4.62751 -0.90984 1.2 -0.4 1.2 0.402
C -0.20395 -5.95607 -1.30795 -0.3 0.1 -0.4 -0.749
C 1.09854 -6.42703 -1.46983 0.6 0.9 0.9 -0.680
C 2.18089 -5.54735 -1.24231 -1.9 0.4 -0.6 -1.260
C 1.93463 -4.18962 -0.92592 -0.4 -1.8 -0.4 0.499
N 0.70094 -3.79623 -0.62838 -0.4 -0.5 -1.1 0.333
C 3.00558 -3.14740 -1.04937 0.2 0.1 0.3 0.343
O 4.05520 -3.47861 -1.81165 0.1 0.2 0.1 -0.477
O 2.92206 -2.05919 -0.54608 -0.2 -0.5 -0.4 -0.507
H -3.51401 -4.73143 -0.43483 -0.1 0.6 0.3 0.405
H -1.15854 -6.51727 -1.45846 1.3 0.2 0.1 0.474
H 1.34019 -7.45394 -1.66443 -0.2 -0.3 -0.3 0.469
H 3.15443 -5.92319 -1.42488 0.8 -0.2 0.1 0.698
H 4.00936 -4.35398 -2.22280 -0.2 0.2 0.2 0.313
C 4.54959 2.02246 -1.15474 -0.5 -0.2 -1.9 -1.580
C 3.40545 0.95848 -1.05762 0.0 0.3 0.7 0.611
C 2.33037 1.16226 -2.15734 1.2 -0.4 -1.0 -1.465
P 2.44823 0.71180 0.57205 0.8 -0.1 0.2 0.678
C 3.80985 0.69834 1.91024 -1.3 -0.5 0.1 0.393
C 4.44778 -0.68244 1.92169 0.7 -0.6 0.2 -1.353
C 3.30372 0.99268 3.33766 -0.2 -0.4 -0.3 -1.379
C 1.69998 2.36348 0.81516 -0.1 -0.1 -0.4 0.473
C 2.53153 3.44364 1.01430 -1.2 1.5 0.5 -0.501
C 2.00530 4.73407 1.28876 -1.1 -0.7 0.1 0.527
C 2.85131 5.92865 1.57052 0.3 0.8 -0.8 -1.445
C 0.58778 4.87970 1.42484 1.4 -0.2 -0.2 -1.052
C -0.23743 3.80225 1.23233 -1.3 0.5 -0.9 -0.742
C 0.27520 2.53613 0.83576 -0.5 -0.5 0.4 -0.884
N -0.53379 1.50438 0.39254 -1.4 0.0 0.8 1.032
C -1.85780 1.27362 0.72581 1.2 0.5 0.3 -0.041
C -2.54129 1.68954 1.93945 -0.5 0.2 -0.4 -0.207
C -3.90270 1.42120 2.09398 1.4 -0.4 -1.8 -1.020
C -4.59167 0.59309 1.13625 0.5 -0.2 0.4 0.378
C -6.04684 0.27351 1.21313 -0.9 -0.8 0.4 -1.641
C -3.88177 -0.00216 0.09678 -0.2 -0.3 0.5 -0.636
C -2.59867 0.42924 -0.18448 0.0 0.1 0.0 -0.439
P -1.88650 0.13645 -1.76622 0.1 0.1 -1.8 1.123
C -1.73740 1.88496 -2.49400 0.5 0.1 -0.4 1.246
C -1.23255 1.80578 -3.97515 -1.7 -0.2 -0.3 -1.388
C -2.87517 2.91109 -2.21253 -0.6 -0.7 -2.0 -1.376
C -3.13389 -0.87392 -2.77728 0.7 -0.5 0.3 0.440
C -2.54444 -1.64139 -4.00604 -1.2 -0.1 0.3 -1.253
C -4.41054 -0.12579 -3.12920 0.4 1.6 0.0 -1.627
H 5.35652 1.64729 -1.82638 -0.7 0.1 0.3 0.381
H 5.07260 2.28625 -0.27080 0.2 0.0 1.1 0.379
H 4.19182 2.96927 -1.62362 0.1 -0.6 0.4 0.378
H 3.86072 -0.04320 -1.16575 -0.3 0.5 -0.1 0.489
H 1.94675 2.20561 -2.23248 0.0 -0.8 0.4 0.269
H 1.55141 0.38833 -2.07931 -0.1 0.5 0.1 0.131
H 2.83639 0.95420 -3.13498 -0.4 0.3 0.6 0.607
H 4.46049 1.47734 1.56235 0.8 0.3 0.1 0.538
H 3.76114 -1.46017 2.28453 -0.1 0.4 0.0 0.138
H 5.34589 -0.74119 2.57770 -0.5 0.4 -0.4 0.496
H 4.76163 -0.99431 0.93469 0.2 -0.1 -0.4 0.348
H 2.37840 0.40833 3.53770 0.6 0.3 0.0 0.131
H 3.08204 2.05487 3.46824 0.1 -0.1 0.2 0.265
H 4.09328 0.65025 4.04592 -0.7 0.4 -0.4 0.476
H 3.59426 3.34594 1.02853 0.5 -0.2 -0.1 0.422
H 3.06586 6.59612 0.62827 -0.3 -1.4 1.8 0.269
H 3.76716 5.60154 2.08406 0.0 0.4 -0.5 0.373
H 2.27527 6.50809 2.30039 0.3 0.3 -0.3 0.435
H 0.20673 5.87928 1.64019 -0.1 -0.4 0.0 0.442
H -1.32455 4.02455 1.12442 0.8 -0.5 0.4 0.314
H -1.94779 2.21075 2.70517 -0.5 -0.2 -0.4 0.616
H -4.47120 1.87192 2.86634 -0.2 0.1 0.9 0.555
H -6.23405 -0.63672 1.84770 0.4 0.8 -0.4 0.319
H -6.40476 -0.02065 0.20389 0.0 0.4 0.6 0.354
H -6.67793 1.06916 1.65175 0.4 -0.3 -0.4 0.402
H -4.35258 -0.77878 -0.53694 0.2 0.9 0.5 0.597
H -0.90415 2.18729 -1.89566 0.7 0.4 0.3 -0.359
H -1.96873 1.23837 -4.60440 0.5 0.5 0.5 0.260
H -0.28574 1.32011 -4.12714 0.5 -0.4 0.4 0.277
H -1.12749 2.78568 -4.45332 -0.2 0.1 0.4 0.452
H -3.66969 2.72488 -2.99386 0.7 0.5 0.7 0.303
H -2.55768 3.98293 -2.28554 0.0 -1.0 0.1 0.357
H -3.36714 2.71088 -1.27407 0.0 0.2 0.5 0.313
H -3.33882 -1.67577 -2.04764 -0.3 0.3 -0.1 0.117
H -3.44385 -1.88701 -4.65651 1.3 0.2 0.5 0.423
H -2.08881 -2.60746 -3.70708 0.0 0.7 -0.2 0.240
H -1.84761 -1.01504 -4.55034 0.1 -0.2 -0.3 0.273
H -4.29178 0.63372 -3.95178 0.3 -0.8 0.7 0.222
H -4.68321 0.48305 -2.22937 -0.6 -0.7 -0.9 0.415
H -5.14902 -0.82634 -3.51232 -0.4 0.0 0.5 0.560
O 0.07042 -2.46437 6.71514 -0.3 -0.1 -0.4 -0.546
C 0.06789 -2.30744 5.52462 -0.1 0.9 -0.4 0.333
C 1.28974 -2.40413 4.59825 1.6 0.4 0.9 -0.029
O 2.45995 -2.63520 4.94557 -2.0 0.1 -0.6 -0.688
C 0.84394 -2.00291 3.27132 -0.6 -1.4 -0.7 0.725
C -0.53910 -1.76114 3.20422 0.1 0.5 3.8 0.325
O -1.22802 -1.44038 2.21473 -0.3 0.5 -2.8 -0.335
C -1.13810 -1.79234 4.61844 1.5 -1.4 -0.2 -0.090
O -2.27795 -1.63795 4.98276 0.3 0.3 -0.3 -0.616
O 1.55742 -2.14421 2.19370 -0.4 0.7 -1.2 -0.640

(2)
13
Properties=species:S:1:pos:R:3:forces:R:3:mulliken_charge:R:1 method="wB97M-V/def2-TZVPD" homo_energy_ev="-7.62 / -7.62" lumo_energy_ev="-0.2 / -0.2" e_above_lowest_ev=4.777
O 2.82442 -1.75147 -0.09599 -0.2 0.2 -0.7 -0.351
C 2.04801 -0.88507 -0.16092 1.0 -0.5 2.1 0.425
N 1.26307 -0.01397 0.26782 0.5 -0.4 -0.8 -0.183
C 0.32331 0.48946 -0.74092 0.7 -0.6 -2.0 -0.576
C -1.13030 0.35311 1.01970 0.5 -0.3 0.8 -1.069
C -1.07839 -0.03863 -0.42578 0.7 0.0 0.2 -0.294
H 0.80341 -0.06898 -1.66238 -1.3 2.2 0.6 0.353
H 0.58468 0.00245 1.33362 -2.4 0.8 -0.5 0.344
H 0.28277 1.60647 -0.64428 0.5 -0.9 -0.8 0.257
H -1.57220 -0.35444 1.69883 -0.3 -0.1 0.2 0.330
H -1.49190 1.37975 1.17743 0.3 -0.4 0.1 0.226
H -1.80772 0.41662 -1.12697 0.3 -0.1 0.5 0.296
H -1.06550 -1.12237 -0.59988 -0.2 0.1 0.2 0.243